{
  "formula": "C33H81N11O9",
  "method": "ωB97M-V/def2-TZVPD",
  "orbital_gap_ha": 0.34193,
  "homo_energy_ev": -8.748,
  "e_tot_ha": -2585.44218,
  "symbols": ["C", "O", "N", "N", "H", "H", "H", "H", "C", "O", "N", "N", "H", "H", "H", "H", "C", "O", "N", "N", "H", "H", "H", "H", "C", "O", "N", "N", "H", "H", "H", "H", "C", "C", "C", "C", "C", "C", "N", "O", "C", "C", "C", "H", "H", "H", "H", "H", "H", "H", "H", "H", "H", "H", "H", "H", "H", "H", "H", "H", "H", "H", "C", "C", "C", "C", "C", "C", "N", "O", "C", "C", "C", "H", "H", "H", "H", "H", "H", "H", "H", "H", "H", "H", "H", "H", "H", "H", "H", "H", "H", "H", "C", "C", "C", "C", "C", "C", "N", "O", "C", "C", "C", "H", "H", "H", "H", "H", "H", "H", "H", "H", "H", "H", "H", "H", "H", "H", "H", "H", "H", "H", "C", "O", "H", "H", "H", "H", "C", "O", "H", "H", "H", "H"],
  "xyz": [[-0.07123, -2.89527, 3.61607], [-0.07477, -2.73780, 2.37954], [0.97812, -3.22601, 4.36515], [-1.21588, -2.78961, 4.32475], [1.87960, -3.30490, 3.98973], [0.85418, -3.58225, 5.28379], [-2.03352, -2.37890, 3.79078], [-1.11356, -2.85261, 5.29557], [3.41642, -2.35659, 2.20317], [3.20346, -3.49438, 2.63082], [4.56206, -1.74049, 2.55260], [2.56958, -1.50286, 1.59659], [5.40605, -2.29063, 2.69888], [4.58240, -0.76172, 2.24563], [1.60729, -1.85672, 1.45885], [2.81860, -0.52052, 1.68490], [-2.54452, 1.62117, -1.54242], [-3.76580, 1.56924, -1.52616], [-1.70507, 0.83108, -0.71735], [-1.73745, 2.49676, -2.23219], [-0.73362, 0.71971, -0.92842], [-2.13249, 0.01950, -0.31701], [-0.80142, 2.12183, -2.41144], [-2.15724, 2.93870, -3.02021], [-2.71323, -1.10386, -3.99849], [-1.77360, -0.32752, -3.88558], [-3.88895, -1.02272, -3.21913], [-2.67192, -2.16047, -4.89379], [-4.71005, -1.36878, -3.67604], [-3.99003, -0.16785, -2.68501], [-1.89494, -2.28047, -5.53138], [-3.33844, -2.88783, -4.85666], [3.23831, -1.31033, -6.00318], [3.45252, -0.04720, -5.07617], [4.48908, 0.77815, -5.82890], [4.53980, 2.20445, -5.43906], [3.09288, 2.85791, -5.42441], [1.99445, 2.09427, -4.67859], [2.10897, 0.64118, -5.08438], [1.26978, 0.00138, -4.12853], [2.12668, 2.41857, -3.21894], [0.62585, 2.55535, -5.15922], [3.87063, -0.46140, -3.67610], [2.45017, -1.90458, -5.51948], [4.04898, -2.03394, -5.95442], [3.03674, -1.11323, -7.05045], [5.35488, 0.22994, -5.52458], [4.29101, 0.72000, -6.90124], [5.17101, 2.78617, -6.13703], [4.96845, 2.42676, -4.45587], [2.83161, 2.76686, -6.47488], [3.04260, 3.90011, -5.15443], [1.90841, 3.46917, -3.02867], [1.46182, 1.78663, -2.65148], [3.07452, 2.22173, -2.78460], [0.56319, 3.56816, -4.79865], [0.58814, 2.53394, -6.22072], [-0.22175, 2.03831, -4.71009], [3.12367, -1.13031, -3.18186], [3.95140, 0.37389, -2.98990], [4.80708, -1.00062, -3.61944], [0.40022, -0.12853, -4.57254], [-4.33416, 0.92834, 2.59782], [-3.63802, -0.27445, 3.39750], [-4.66014, -0.84930, 4.38286], [-5.69736, -1.74895, 3.75907], [-4.98957, -2.80520, 2.90539], [-4.02006, -2.29077, 1.94881], [-3.07852, -1.40541, 2.67537], [-2.15226, -0.88978, 1.68801], [-3.15905, -3.45113, 1.40084], [-4.68378, -1.67260, 0.71940], [-2.51556, 0.33567, 4.15608], [-3.74212, 1.08096, 1.74239], [-4.44173, 1.77451, 3.23346], [-5.33558, 0.71998, 2.21366], [-4.20602, -1.46193, 5.15169], [-5.16304, -0.03403, 4.89250], [-6.32284, -1.18040, 3.09062], [-6.24556, -2.23708, 4.56281], [-5.74902, -3.46968, 2.41676], [-4.45849, -3.42433, 3.60762], [-2.24123, -3.01066, 0.96324], [-2.87743, -4.12930, 2.17100], [-3.72639, -3.96330, 0.60773], [-5.56760, -1.05856, 0.93393], [-3.94723, -1.01094, 0.25876], [-4.99682, -2.47996, 0.05176], [-1.92853, -0.35660, 4.69403], [-2.84951, 1.10129, 4.93702], [-1.82024, 0.86288, 3.53909], [-1.43988, -1.50502, 1.92078], [-0.12844, 3.23697, 3.87888], [1.21814, 2.70262, 3.46803], [1.07063, 1.28542, 2.86930], [0.45641, 1.25183, 1.51997], [1.37434, 1.95371, 0.62072], [1.57929, 3.40800, 1.02989], [2.04632, 3.45208, 2.48959], [2.16620, 4.79582, 2.96886], [2.71952, 4.03689, 0.26346], [0.27856, 4.18026, 0.73921], [2.16239, 2.60117, 4.64788], [-0.84201, 3.33353, 3.05516], [-0.05624, 4.15614, 4.37470], [-0.51954, 2.52070, 4.60434], [2.08355, 0.89436, 2.80377], [0.44338, 0.73375, 3.57089], [-0.54584, 1.66863, 1.55383], [0.33140, 0.23661, 1.19292], [1.09349, 2.06670, -0.40141], [2.30648, 1.37409, 0.52266], [3.60640, 3.42751, 0.41696], [2.46103, 4.06200, -0.78813], [2.95635, 5.04901, 0.60412], [-0.56641, 3.59968, 1.04638], [0.31497, 5.08197, 1.34300], [0.27722, 4.43173, -0.34217], [3.01714, 1.93916, 4.37208], [1.60065, 2.08127, 5.40853], [2.52719, 3.57974, 5.02771], [1.28887, 5.15926, 2.98570], [1.38855, -6.16636, 0.37046], [2.44354, -5.25452, 0.57713], [1.08262, -5.98438, -0.65914], [1.68745, -7.23347, 0.48772], [0.55625, -5.92548, 1.02580], [2.30519, -4.67867, 1.35948], [-0.00292, -2.12483, -1.39106], [0.59158, -0.86996, -1.24396], [-1.01575, -2.08377, -0.94493], [-0.11393, -2.34355, -2.45846], [0.58922, -2.87863, -0.87049], [1.28333, -0.80123, -1.94715]],
  "forces_ev_per_a": [[-1.2, -0.2, -0.5], [0.5, 0.5, 0.2], [0.3, 0.0, 0.6], [-0.8, 0.2, -1.9], [1.3, -0.3, -1.0], [-0.2, 0.0, 0.5], [0.6, -0.4, 1.0], [-0.5, 0.2, 1.3], [0.1, 0.0, 1.7], [-0.5, -0.3, -1.1], [1.3, 1.3, -0.2], [-1.1, -0.9, -0.5], [-0.5, 0.5, 0.0], [1.1, -0.9, 0.3], [0.6, 0.8, 0.3], [-0.8, -0.5, -0.5], [2.2, -1.2, 1.5], [0.4, 0.1, -0.4], [-2.1, 0.9, -0.7], [0.2, -0.1, -0.2], [0.3, -0.2, -0.3], [-0.1, -0.2, 0.3], [-0.6, 0.4, 0.0], [-0.3, 0.2, -0.4], [-0.4, -0.1, 0.2], [-0.2, -0.1, 0.0], [1.6, -0.4, -1.0], [0.3, 0.8, 0.2], [-0.3, 0.0, 0.1], [0.0, 0.1, 0.0], [-0.2, 0.3, 0.5], [-0.6, -0.6, 0.1], [-0.3, -0.6, 2.0], [-1.6, -0.8, -1.4], [-0.9, -0.3, 0.6], [-0.7, 2.7, 1.2], [0.6, -1.5, -1.6], [1.3, -0.6, -0.9], [0.2, 0.9, 0.7], [-1.0, -1.1, -0.4], [-0.6, -0.3, 0.7], [0.4, 0.3, 1.0], [-0.7, -0.6, 1.0], [-0.3, 0.3, -0.5], [0.7, 0.3, 0.0], [-0.3, 0.4, 0.1], [1.2, 0.0, -0.6], [0.2, -0.2, 0.1], [-0.4, -0.2, 0.2], [0.2, -0.6, 0.1], [-0.4, 0.4, -0.4], [0.4, 0.4, 0.1], [-0.2, 0.0, -0.1], [-0.5, 0.0, 0.3], [1.2, -0.1, 0.1], [-0.3, 0.7, -0.2], [-0.3, -0.1, -0.9], [0.1, -0.3, -0.1], [0.5, 0.4, -0.7], [0.1, 0.3, -0.1], [0.3, -0.1, -0.4], [0.7, 0.0, 0.5], [-0.3, -2.5, 0.2], [-1.8, 1.1, 0.4], [-0.3, -0.1, 0.1], [0.6, -0.2, -0.9], [-2.1, -1.2, 1.5], [1.0, -0.1, -1.7], [-0.6, 0.5, -1.4], [-0.3, -0.3, 1.1], [0.0, 1.0, -1.0], [-0.2, 0.8, 0.1], [0.0, 2.3, 1.7], [0.9, 0.8, -1.1], [0.4, 0.7, 0.5], [0.0, -0.3, 0.2], [0.7, 0.0, 0.3], [0.1, 0.3, 0.1], [-0.7, 0.3, 0.1], [-0.4, 0.1, -0.2], [0.7, 0.5, 0.2], [0.3, -0.6, 0.4], [-0.6, -0.6, 0.0], [0.3, -0.6, 0.6], [0.3, 0.0, 0.4], [0.2, -0.2, 0.1], [-0.3, -0.2, -0.4], [0.1, 0.3, -0.1], [0.5, -1.1, 0.6], [0.0, -1.0, -1.1], [0.3, 0.4, -0.7], [1.1, 0.1, -0.5], [-0.5, -1.0, -0.6], [1.7, -0.5, -1.1], [-0.2, 0.5, 1.2], [-0.9, -0.4, 0.2], [1.3, 1.0, -0.8], [0.6, 0.6, 1.3], [-1.3, 0.1, -0.9], [0.9, -0.6, -0.5], [0.3, 0.0, 0.0], [1.2, 0.1, -0.1], [0.4, -0.5, 0.6], [0.1, -0.1, 0.2], [0.1, 1.5, 0.8], [-0.2, 0.1, 0.0], [0.0, -0.3, 0.3], [0.4, -0.4, 0.1], [-0.1, 0.1, -0.2], [-0.2, -0.6, -0.1], [-0.8, -0.3, -1.0], [0.2, 0.4, 0.4], [0.2, 0.0, -0.1], [0.1, 0.0, -0.3], [-0.2, -0.1, 0.0], [-0.7, -0.1, -0.3], [-0.3, 0.4, -0.3], [-0.4, -0.1, 0.7], [-0.5, 0.7, 0.2], [0.0, -0.1, 0.8], [-0.3, -0.7, -0.3], [-0.9, 0.4, 0.0], [0.1, 0.3, -0.2], [0.4, 0.3, 0.6], [-0.4, -0.5, -0.1], [0.0, 0.7, 0.1], [-0.3, -0.2, 0.1], [0.2, -0.6, -0.4], [-0.9, -0.4, 0.0], [1.5, 1.1, -0.7], [0.5, -0.1, -0.2], [-0.1, -0.3, 0.1], [-0.1, -0.3, -0.1], [-0.8, 0.2, 0.8]]
}